A cluster of 14 separate species, C13H52F2N27O17S2 in total in a non-equilibrium geometry. Source: the OMol25 dataset; level of theory: the ωB97M-V functional and the def2-TZVPD basis.

Last columns: bonded neighbours and bond lengths (Å).
Positions of all 113 atoms, in Å:
1 N 4.5706 0.2643 -21.7080  S2 1.571, S6 1.729
2 S 6.0221 -0.3037 -21.5132  N1 1.571, O3 1.443, O4 1.471, F5 1.589, S6 2.421
3 O 6.2185 -1.6971 -21.1914  S2 1.443
4 O 7.0297 0.7040 -21.1503  S2 1.471
5 F 6.4391 -0.3092 -23.0467  S2 1.589
6 S 4.3357 0.5948 -20.0268  N1 1.729, S2 2.421, O7 1.429, O8 1.442, F9 1.599
7 O 5.0137 1.7173 -19.4602  S6 1.429
8 O 4.1048 -0.5472 -19.1769  S6 1.442
9 F 2.8370 1.1296 -20.1849  S6 1.599
10 C 0.8708 0.4190 -16.9559  O11 1.230, N12 1.351, N13 1.354
11 O 0.7039 -0.7899 -17.1067  C10 1.230
12 N 0.8568 1.3083 -17.9732  C10 1.351, H14 1.005, H15 1.006
13 N 1.0824 0.9501 -15.7285  C10 1.354, H16 1.005, H17 1.006
14 H 0.8498 2.2509 -17.6261  N12 1.005
15 H 0.7160 1.0241 -18.9283  N12 1.006
16 H 1.3142 1.9010 -15.5009  N13 1.005
17 H 1.3270 0.2946 -15.0056  N13 1.006
18 C 5.7817 -5.2612 -22.4202  O19 1.230, N20 1.332, N21 1.375
19 O 5.8499 -6.3055 -23.0664  C18 1.230
20 N 4.8963 -4.9550 -21.4727  C18 1.332, H22 1.007, H23 1.006
21 N 6.8397 -4.3836 -22.4319  C18 1.375, H24 1.004, H25 1.008
22 H 5.0026 -4.1610 -20.8629  N20 1.007
23 H 4.0114 -5.4277 -21.3938  N20 1.006
24 H 7.5691 -4.7202 -23.0337  N21 1.004
25 H 6.8100 -3.5113 -21.9274  N21 1.008
26 C 6.9461 4.0392 -22.8913  O27 1.216, N28 1.335, N29 1.378
27 O 5.7979 3.9490 -22.5020  C26 1.216
28 N 8.0270 3.5110 -22.3135  C26 1.335, H30 1.004, H31 1.008
29 N 7.2186 4.7939 -24.0110  C26 1.378, H32 1.004, H33 1.004
30 H 8.9353 3.5670 -22.7374  N28 1.004
31 H 7.9270 2.8598 -21.5503  N28 1.008
32 H 6.4478 5.3421 -24.3472  N29 1.004
33 H 8.1811 4.8900 -24.2807  N29 1.004
34 C 5.5512 -3.3437 -25.7462  O35 1.231, N36 1.374, N37 1.337
35 O 4.4330 -2.8811 -25.9696  C34 1.231
36 N 6.7070 -2.6853 -25.4041  C34 1.374, H38 1.008, H39 1.001
37 N 5.7343 -4.6618 -25.8734  C34 1.337, H40 1.007, H41 1.007
38 H 6.5685 -1.6876 -25.3632  N36 1.008
39 H 7.5990 -3.1150 -25.5547  N36 1.001
40 H 6.5439 -5.2200 -25.6548  N37 1.007
41 H 5.2010 -5.1861 -26.5481  N37 1.007
42 C 3.1215 -3.6596 -18.6690  O43 1.242, N44 1.327, N45 1.370
43 O 3.4115 -4.8670 -18.7044  C42 1.242
44 N 3.0622 -2.9507 -17.5490  C42 1.327, H46 1.008, H47 1.008
45 N 2.8866 -2.8594 -19.7556  C42 1.370, H48 1.020, H49 1.006
46 H 2.6712 -2.0286 -17.4382  N44 1.008
47 H 3.2516 -3.4715 -16.7073  N44 1.008
48 H 3.2367 -1.9146 -19.5960  N45 1.020
49 H 2.9953 -3.3595 -20.6220  N45 1.006
50 C 10.8807 0.6325 -20.1083  O51 1.244, N52 1.325, N53 1.349
51 O 11.4534 1.6089 -19.5921  C50 1.244
52 N 9.6375 0.2162 -19.9181  C50 1.325, H54 1.001, H55 1.012
53 N 11.4936 -0.1987 -20.9758  C50 1.349, H56 1.005, H57 1.003
54 H 9.3276 -0.5092 -20.5345  N52 1.001
55 H 8.9971 0.7946 -19.3902  N52 1.012
56 H 12.3711 0.0338 -21.4076  N53 1.005
57 H 11.2347 -1.1674 -21.0052  N53 1.003
58 C 7.9703 3.4278 -18.1855  O59 1.230, N60 1.354, N61 1.343
59 O 8.4190 2.2829 -18.2104  C58 1.230
60 N 7.0837 3.7891 -19.1434  C58 1.354, H62 1.013, H63 1.004
61 N 8.2451 4.4228 -17.3264  C58 1.343, H64 1.007, H65 1.005
62 H 6.7816 2.9858 -19.6811  N60 1.013
63 H 6.4786 4.5907 -19.1556  N60 1.004
64 H 8.7782 4.2042 -16.5004  N61 1.007
65 H 7.5272 5.1219 -17.2540  N61 1.005
66 C 5.1668 1.5199 -15.7259  O67 1.244, N68 1.325, N69 1.357
67 O 4.5491 1.4925 -14.6467  C66 1.244
68 N 4.9025 2.3481 -16.7264  C66 1.325, H70 1.006, H71 1.006
69 N 6.3426 0.8523 -15.8397  C66 1.357, H72 1.010, H73 1.007
70 H 5.4793 2.4133 -17.5483  N68 1.006
71 H 4.3239 3.1279 -16.4636  N68 1.006
72 H 7.1273 1.0884 -16.4299  N69 1.010
73 H 6.6137 0.4003 -14.9817  N69 1.007
74 C -0.0583 3.1626 -21.0823  O75 1.218, N76 1.349, N77 1.359
75 O 0.6004 2.3347 -21.6865  C74 1.218
76 N -1.3736 3.4084 -21.2544  C74 1.349, H78 1.003, H79 1.006
77 N 0.5409 4.0796 -20.2780  C74 1.359, H80 1.008, H81 1.012
78 H -1.8607 4.1904 -20.8568  N76 1.003
79 H -1.9481 2.7448 -21.7451  N76 1.006
80 H -0.0700 4.4262 -19.5546  N77 1.008
81 H 1.5345 4.0302 -20.0936  N77 1.012
82 C 7.3679 -2.0320 -17.4809  O83 1.234, N84 1.340, N85 1.337
83 O 7.0712 -1.2249 -18.3661  C82 1.234
84 N 8.5224 -1.8911 -16.8148  C82 1.340, H86 1.007, H87 1.006
85 N 6.6623 -3.1157 -17.1416  C82 1.337, H88 1.011, H89 1.001
86 H 9.0618 -1.0521 -16.9498  N84 1.007
87 H 8.7305 -2.4305 -15.9921  N84 1.006
88 H 5.7505 -3.0739 -17.5774  N85 1.011
89 H 7.0035 -3.7251 -16.4243  N85 1.001
90 C 9.5974 0.6651 -24.6291  O91 1.219, N92 1.373, N93 1.358
91 O 9.9061 -0.2481 -23.8831  C90 1.219
92 N 8.4509 1.4016 -24.4624  C90 1.373, H94 1.008, H95 1.003
93 N 10.0245 0.7057 -25.9179  C90 1.358, H96 1.006, H97 1.004
94 H 7.8822 1.1327 -23.6743  N92 1.008
95 H 8.3344 2.1558 -25.1132  N92 1.003
96 H 10.5754 -0.0905 -26.1929  N93 1.006
97 H 10.0605 1.5395 -26.4769  N93 1.004
98 C 2.1007 -1.7968 -23.6149  O99 1.232, N100 1.355, N101 1.345
99 O 1.3257 -1.8329 -22.6573  C98 1.232
100 N 3.3477 -1.2688 -23.5813  C98 1.355, H102 1.006, H103 1.018
101 N 1.8502 -2.3841 -24.7990  C98 1.345, H104 1.008, H105 1.011
102 H 3.9816 -1.4508 -24.3416  N100 1.006
103 H 3.7502 -0.8796 -22.7310  N100 1.018
104 H 1.0873 -3.0388 -24.7185  N101 1.008
105 H 2.6364 -2.6491 -25.3760  N101 1.011
106 C 3.5132 4.9773 -19.9601  O107 1.213, N108 1.376, N109 1.356
107 O 3.1931 4.3570 -20.9517  C106 1.213
108 N 3.9299 4.4005 -18.7827  C106 1.376, H110 1.017, H111 1.002
109 N 3.4993 6.3233 -19.7976  C106 1.356, H112 1.006, H113 1.002
110 H 4.3059 3.4694 -18.9454  N108 1.017
111 H 4.1994 4.9248 -17.9720  N108 1.002
112 H 3.0190 6.9201 -20.4501  N109 1.006
113 H 3.9489 6.7662 -19.0194  N109 1.002

Its gap between HOMO and LUMO is 7.8146 eV. Its total charge is -1. As for the energy relative to the best compared isomer or geometry (same formula, charge and spin): 307.33 kJ/mol. Its multiplicity is 1. As for the highest occupied orbital energy: -6.24 eV. The calculation puts the max |F| at 5.8 eV Å⁻¹.

Löwdin population analysis, charges in e, atoms 1 to 99: number 1, N, carries -0.22; number 2, S, carries 0.48; number 3, O, carries -0.28; number 4, O, carries -0.31; number 5, F, carries -0.20; number 6, S, carries 0.61; number 7, O, carries -0.31; number 8, O, carries -0.27; number 9, F, carries -0.17; number 10, C, carries -0.69; number 11, O, carries 0.01; number 12, N, carries 0.17; number 13, N, carries 0.15; number 14, H, carries 0.09; number 15, H, carries 0.10; number 16, H, carries 0.09; number 17, H, carries 0.10; number 18, C, carries -0.70; number 19, O, carries -0.02; number 20, N, carries 0.18; number 21, N, carries 0.15; number 22, H, carries 0.08; number 23, H, carries 0.11; number 24, H, carries 0.09; number 25, H, carries 0.05; number 26, C, carries -0.71; number 27, O, carries 0.04; number 28, N, carries 0.17; number 29, N, carries 0.13; number 30, H, carries 0.10; number 31, H, carries 0.08; number 32, H, carries 0.10; number 33, H, carries 0.08; number 34, C, carries -0.65; number 35, O, carries 0.00; number 36, N, carries 0.17; number 37, N, carries 0.16; number 38, H, carries 0.10; number 39, H, carries 0.10; number 40, H, carries 0.09; number 41, H, carries 0.11; number 42, C, carries -0.70; number 43, O, carries -0.02; number 44, N, carries 0.16; number 45, N, carries 0.17; number 46, H, carries 0.08; number 47, H, carries 0.11; number 48, H, carries 0.03; number 49, H, carries 0.08; number 50, C, carries -0.71; number 51, O, carries -0.02; number 52, N, carries 0.18; number 53, N, carries 0.13; number 54, H, carries 0.09; number 55, H, carries 0.06; number 56, H, carries 0.10; number 57, H, carries 0.09; number 58, C, carries -0.67; number 59, O, carries 0.02; number 60, N, carries 0.17; number 61, N, carries 0.17; number 62, H, carries 0.07; number 63, H, carries 0.09; number 64, H, carries 0.11; number 65, H, carries 0.09; number 66, C, carries -0.68; number 67, O, carries -0.02; number 68, N, carries 0.18; number 69, N, carries 0.17; number 70, H, carries 0.05; number 71, H, carries 0.09; number 72, H, carries 0.08; number 73, H, carries 0.10; number 74, C, carries -0.71; number 75, O, carries 0.05; number 76, N, carries 0.14; number 77, N, carries 0.15; number 78, H, carries 0.09; number 79, H, carries 0.10; number 80, H, carries 0.09; number 81, H, carries 0.05; number 82, C, carries -0.71; number 83, O, carries 0.01; number 84, N, carries 0.15; number 85, N, carries 0.18; number 86, H, carries 0.10; number 87, H, carries 0.09; number 88, H, carries 0.10; number 89, H, carries 0.10; number 90, C, carries -0.67; number 91, O, carries 0.03; number 92, N, carries 0.16; number 93, N, carries 0.13; number 94, H, carries 0.07; number 95, H, carries 0.09; number 96, H, carries 0.10; number 97, H, carries 0.09; number 98, C, carries -0.70; number 99, O, carries 0.00